Entry 1:
C4H10O3 | ωB97M-V/def2-TZVPD

Properties
- energy relative to the best compared isomer or geometry (same formula, charge and spin) (eV) = 4.371
- electronic energy (hartree) = -383.9890
- orbital gap (eV) = 9.538
- E_LUMO (eV) = 0.8

```
! RIJCOSX wB97M-V def2-TZVPD def2/J DEFGRID3
* xyz 0 1
C -1.0624 1.0807 0.7478
C -0.9634 -0.7734 -1.5003
C -0.4706 -0.8575 -0.0993
O -1.1728 2.1638 -0.1560
O -0.5515 -1.7097 0.7207
H -0.2821 2.4427 -0.4037
H -0.7478 1.3901 1.7567
H -2.0425 0.6194 0.8398
H -0.3276 -1.4085 -2.1191
H -1.9899 -1.1424 -1.5329
H -0.9266 0.2477 -1.8698
C 2.1155 -0.5435 0.6698
O 1.1340 -0.0277 -0.2140
H 0.1278 0.5572 0.4374
H 2.9973 -0.8429 0.0974
H 1.7517 -1.4154 1.2276
H 2.4109 0.2196 1.3978
*
```

Entry 2:
C4H8ClF2N | ωB97M-V/def2-TZVPD

Properties
- energy relative to the best compared isomer or geometry (same formula, charge and spin) (eV) = 2.170
- electronic energy (hartree) = -871.8151
- SMILES string = CN[C@H](C)C(F)(F)Cl
- orbital gap (eV) = 10.163
- E_LUMO (eV) = 0.8

```
! RIJCOSX wB97M-V def2-TZVPD def2/J DEFGRID3
* xyz 0 1
C -1.3049 -0.2499 -1.5072
N -0.8261 0.3500 -0.3775
C 0.5873 0.1140 -0.0089
C 0.7867 -1.2592 0.7813
C 0.7191 1.3470 0.8498
F 1.8978 1.5542 1.7046
F -0.2590 1.2831 1.8907
Cl 0.4227 2.8680 -0.0609
H -2.4335 -0.2803 -1.6841
H -1.1425 -1.3582 -1.6885
H -0.9292 0.1471 -2.4292
H -1.2429 0.0644 0.4737
H 1.1967 0.2061 -0.9663
H 1.9497 -1.7000 0.7779
H 0.1444 -2.0835 0.2836
H 0.4338 -1.0029 1.9611
*
```